No. 1
51
Properties=species:S:1:pos:R:3:mulliken_spin:R:1 method="wB97M-V/def2-TZVPD" s_squared=0.763 homo_lumo_gap_ev="6.85 / 6.84" charge=-1 spin_multiplicity=2 relative_energy_kcal_mol=6.3 max_force_ev_per_a=0.452 e_lumo_ev="1.46 / 1.46"
Co -2.025 -0.679 0.032 1.014
O -5.846 -1.737 1.106 0.000
C -4.661 -1.898 0.540 0.005
O -4.061 -0.963 0.047 0.011
C -4.222 -3.346 0.500 0.001
O -2.865 -3.471 0.227 -0.001
C -2.053 -3.611 1.392 -0.001
C -2.189 -2.429 2.358 0.002
O -2.355 -2.654 3.543 -0.001
O -2.115 -1.250 1.828 -0.021
H -6.065 -0.792 1.096 0.000
H -4.527 -3.836 1.430 0.000
H -4.774 -3.803 -0.326 0.000
H -2.311 -4.525 1.927 0.000
H -1.029 -3.673 1.023 -0.001
F -0.708 -2.167 -5.087 0.001
C -0.272 -0.924 -4.848 0.000
F 0.993 -1.013 -4.429 0.001
F -0.231 -0.302 -6.049 0.000
C -1.155 -0.181 -3.885 -0.003
C -1.783 0.973 -4.288 0.000
C -2.623 1.666 -3.411 -0.001
C -2.772 1.164 -2.143 0.003
N -2.144 0.060 -1.731 -0.055
C -1.344 -0.668 -2.562 0.007
S -0.678 -2.054 -1.854 0.056
H -1.629 1.343 -5.291 0.000
H -3.139 2.566 -3.714 0.000
H -3.411 1.650 -1.414 -0.001
O 5.272 0.381 4.665 0.000
S 6.176 1.377 4.128 0.000
O 7.382 0.846 3.514 0.000
O 6.369 2.546 4.967 0.000
C 5.292 2.069 2.683 0.000
N 5.901 3.085 2.050 0.000
C 5.270 3.573 0.997 0.000
C 4.047 3.089 0.561 0.001
C 3.498 2.048 1.282 -0.001
N 4.124 1.536 2.336 0.000
C 2.191 1.426 0.950 0.001
C 1.354 1.901 -0.050 -0.001
C 0.147 1.278 -0.293 -0.001
N -0.282 0.208 0.385 -0.015
C 0.526 -0.251 1.350 -0.002
C 1.744 0.319 1.660 0.001
H 5.765 4.390 0.480 0.000
H 3.561 3.506 -0.311 0.000
H 1.621 2.758 -0.652 0.000
H -0.496 1.661 -1.071 0.000
H 0.175 -1.112 1.897 0.002
H 2.360 -0.080 2.456 0.000



No. 2
40
Properties=species:S:1:pos:R:3:mulliken_spin:R:1 method="wB97M-V/def2-TZVPD" s_squared=8.820 homo_lumo_gap_ev="6.32 / 5.95" spin_multiplicity=6 relative_energy_kcal_mol=12.5 max_force_ev_per_a=1.371 e_lumo_ev="-0.68 / -1.95"
Co 0.115 -0.180 0.647 2.491
S 1.712 3.149 2.580 0.934
Sb 2.677 1.078 1.970 0.023
S 1.004 -0.511 2.679 0.276
S 1.851 0.891 -0.287 0.273
O -1.605 0.918 0.792 0.213
C -1.903 -0.227 0.533 0.288
C -2.712 -1.285 0.135 0.057
C -4.129 -1.294 0.258 0.204
C -4.801 -2.463 -0.009 -0.090
C -4.129 -3.629 -0.406 0.223
C -2.744 -3.609 -0.555 -0.119
C -2.035 -2.454 -0.302 0.198
P -0.276 -2.147 -0.533 -0.037
C 0.550 -3.715 -0.180 -0.004
C 1.148 -4.490 -1.167 0.005
C 1.695 -5.725 -0.837 0.000
C 1.649 -6.181 0.471 0.001
C 1.063 -5.401 1.463 -0.001
C 0.520 -4.169 1.141 0.015
C -0.071 -1.845 -2.312 0.005
C -1.124 -1.965 -3.215 -0.012
C -0.915 -1.706 -4.565 -0.002
C 0.345 -1.339 -5.017 0.004
C 1.398 -1.219 -4.120 -0.002
C 1.191 -1.461 -2.770 0.013
H -4.652 -0.403 0.578 0.013
H -5.879 -2.483 0.097 -0.003
H -4.686 -4.535 -0.603 0.015
H -2.215 -4.500 -0.876 -0.003
H 1.185 -4.137 -2.191 0.000
H 2.157 -6.329 -1.607 0.000
H 2.075 -7.143 0.723 0.000
H 1.036 -5.751 2.486 0.000
H 0.079 -3.549 1.915 0.010
H -2.109 -2.255 -2.868 0.003
H -1.740 -1.789 -5.260 0.000
H 0.506 -1.140 -6.070 0.000
H 2.380 -0.924 -4.467 0.000
H 2.006 -1.334 -2.069 0.007



No. 3
42
Properties=species:S:1:pos:R:3:nbo_charge:R:1 method="wB97M-V/def2-TZVPD" homo_lumo_gap_ev=7.03 charge=-1 max_force_ev_per_a=0.378 e_lumo_ev=2.66
Li 0.777 -0.613 0.130 0.792
C 5.486 0.275 3.359 -0.765
S 3.855 0.175 4.112 0.226
C 2.790 -0.225 2.730 -0.078
S 3.264 -0.093 1.119 -0.317
N 1.596 -0.534 3.228 -0.469
N 0.712 -0.904 2.267 -0.239
C -0.515 -0.955 2.620 -0.027
C -1.522 -1.421 1.657 0.171
C -2.849 -1.598 2.043 -0.251
C -3.760 -2.062 1.111 -0.169
C -3.331 -2.329 -0.180 -0.283
C -1.993 -2.108 -0.481 0.065
N -1.111 -1.670 0.406 -0.444
H 6.090 0.948 3.968 0.208
H 5.381 0.674 2.352 0.257
H 5.955 -0.706 3.317 0.207
H -0.825 -0.674 3.627 0.170
H -3.145 -1.378 3.062 0.211
H -4.797 -2.211 1.388 0.206
H -4.010 -2.692 -0.938 0.213
H -1.603 -2.271 -1.480 0.213
F 1.490 -1.914 -5.294 -0.355
C 1.023 -1.080 -4.321 0.410
C 1.206 -1.400 -2.994 -0.375
C 0.729 -0.574 -1.965 -0.313
C 0.031 0.596 -2.367 -0.260
C -0.085 0.896 -3.723 0.421
F -0.662 2.063 -4.153 -0.362
C 0.392 0.079 -4.727 -0.421
C -0.548 1.477 -1.304 0.240
C -1.523 2.459 -1.537 -0.257
C -1.961 3.254 -0.495 -0.171
C -1.443 3.066 0.777 -0.293
C -0.529 2.042 0.942 0.053
N -0.103 1.268 -0.052 -0.478
H 1.749 -2.316 -2.769 0.200
H 0.288 0.348 -5.768 0.223
H -1.937 2.589 -2.523 0.228
H -2.704 4.021 -0.679 0.202
H -1.744 3.679 1.616 0.209
H -0.113 1.818 1.920 0.203



We obtain E values of -109724.447, -107935.700, -53203.116 eV for the records listed above, in that order.